# 1
Molecular formula: C21H17F3N3O3RuS2
Method: DFT, ωB97M-V/def2-TZVPD

- Kohn-Sham gap (spin up / spin down): 4.6 / 4.6 eV
- Relative energy (zero: lowest compared OMol25 entry of this formula, charge and spin): 48.78 kcal per mole
- Energy: -2391.22490 a.u.
- HOMO level (spin up / spin down): -0.250 / -0.252 hartree
- <S²>: 0.779
- Spin multiplicity: 2

Element x y z (Å)
Ru -0.9325 0.2806 1.0820
O -0.0503 -1.3845 -6.1880
N -0.8538 -0.7663 -5.4895
O -1.7315 -0.0447 -5.9710
C -0.7331 -0.8951 -4.0962
C 0.2302 -1.8041 -3.6349
C 0.5053 -1.9484 -2.2862
C 1.4318 -2.8902 -1.7518
C 1.6999 -2.8866 -0.4121
C 1.0507 -1.9666 0.4235
N 0.1255 -1.1279 -0.0390
C -0.1606 -1.1079 -1.3475
C -1.2008 -0.2289 -1.7922
N -1.8555 0.4780 -0.8534
C -2.8712 1.2597 -1.2092
C -3.3006 1.3458 -2.5247
C -2.6359 0.6510 -3.5135
C -1.5342 -0.1550 -3.1733
H 0.7616 -2.3895 -4.3674
H 1.9000 -3.5915 -2.4238
H 2.3981 -3.5852 0.0228
H 1.2697 -1.9391 1.4859
H -3.3649 1.8233 -0.4336
H -4.1521 1.9621 -2.7628
H -2.9556 0.7179 -4.5407
S 0.9571 1.1075 2.3387
C 0.9747 0.0108 3.6938
C 2.0196 0.1747 4.6062
C 2.1408 -0.6486 5.7040
C 1.2239 -1.6743 5.9021
C 0.1817 -1.8515 5.0196
C 0.0256 -1.0097 3.9147
S -1.3330 -1.3241 2.8740
H 2.7244 0.9705 4.4324
H 2.9511 -0.5069 6.3997
H 1.3327 -2.3432 6.7390
H -0.5267 -2.6508 5.1591
F -3.4749 1.2690 1.7748
C -2.1639 1.5536 2.0003
F -2.0627 1.6803 3.3455
F -1.9773 2.8124 1.5099
C 2.4682 2.5255 -1.0614
C 1.0078 2.3738 -1.4564
O 0.1543 2.3106 -0.3245
H 3.0964 2.5279 -1.9470
H 2.7627 1.6944 -0.4225
H 2.6300 3.4549 -0.5185
H 0.8584 1.4342 -1.9949
H 0.6867 3.1999 -2.1056
H 0.3018 3.1001 0.2158

Here is what natural (NBO) gives for the atomic charges, in e:
1 Ru 0.55
2 O -0.37
3 N 0.51
4 O -0.38
5 C 0.01
6 C -0.08
7 C -0.14
8 C -0.10
9 C -0.25
10 C 0.13
11 N -0.46
12 C 0.27
13 C 0.14
14 N -0.46
15 C 0.11
16 C -0.24
17 C -0.12
18 C -0.02
19 H 0.26
20 H 0.23
21 H 0.24
22 H 0.25
23 H 0.25
24 H 0.24
25 H 0.26
26 S -0.05
27 C -0.26
28 C -0.21
29 C -0.23
30 C -0.22
31 C -0.26
32 C -0.10
33 S -0.05
34 H 0.21
35 H 0.21
36 H 0.21
37 H 0.21
38 F -0.37
39 C 0.78
40 F -0.35
41 F -0.38
42 C -0.64
43 C -0.05
44 O -0.73
45 H 0.21
46 H 0.23
47 H 0.21
48 H 0.16
49 H 0.17
50 H 0.50

---

# 2
Molecular formula: C30H46AsBF6N10Sn
Method: DFT, ωB97M-V/def2-TZVPD

- Kohn-Sham gap (spin up / spin down): 5.4 / 4.8 eV
- Relative energy (zero: lowest compared OMol25 entry of this formula, charge and spin): 21.21 kcal per mole
- Total charge: +3
- Energy: -4791.61425 a.u.
- HOMO level (spin up / spin down): -0.616 / -0.615 hartree
- <S²>: 1.800
- Spin multiplicity: 2

Element x y z (Å)
Sn 0.5580 -0.8249 -0.3959
C -3.4333 2.9632 1.4277
C -2.8531 2.0598 0.3936
C -3.4596 1.5397 -0.7314
C -2.4814 0.7864 -1.4056
N -1.3539 0.7948 -0.6805
N -1.5763 1.6071 0.3883
B -0.4194 2.1161 1.1913
N -0.0383 1.0341 2.2887
N 0.1709 -0.2192 2.0382
C 0.4376 -0.8554 3.2959
C 0.3992 0.1071 4.2890
C 0.0929 1.2932 3.6785
C -0.1332 2.6124 4.2881
C 0.5803 -2.3239 3.5190
C 1.0702 -2.6112 4.9398
C -0.8484 -2.9131 3.3487
C 1.4846 -3.0277 2.5221
N 0.6837 2.5304 0.1446
N 0.9165 1.8996 -0.9618
C 1.7713 2.7205 -1.7215
C 2.0458 3.8957 -0.9882
C 1.4078 3.7632 0.1919
C 1.3906 4.6818 1.3492
C 2.1697 2.4167 -3.1049
C 3.5981 2.8831 -3.4333
C 1.9418 0.9687 -3.5312
C 1.2039 3.3496 -3.9344
C -2.5772 0.1906 -2.7984
C -2.2211 -1.2992 -2.8313
C -3.9905 0.3697 -3.3524
C -1.5734 0.9442 -3.6866
H -4.4936 3.1021 1.2338
H -3.3162 2.5556 2.4329
H -2.9620 3.9468 1.4126
H -4.4736 1.7241 -1.0428
H -0.7110 3.1146 1.7604
H 0.5531 -0.0411 5.3432
H -0.1159 2.5217 5.3711
H 0.6395 3.3265 3.9932
H -1.0914 3.0338 3.9768
H 0.3410 -2.3147 5.6951
H 1.2452 -3.6800 5.0499
H 2.0091 -2.0953 5.1457
H -1.5559 -2.4451 4.0353
H -1.1993 -2.7747 2.3262
H -0.8009 -3.9776 3.5786
H 2.4980 -2.6913 2.6316
H 1.4573 -4.0990 2.7231
H 1.1784 -2.8591 1.4887
H 2.6789 4.7130 -1.2864
H 1.9994 5.5531 1.1219
H 0.3820 5.0200 1.5912
H 1.8125 4.1999 2.2338
H 4.3241 2.3061 -2.8760
H 3.7844 2.7299 -4.4950
H 3.7588 3.9340 -3.1961
H 2.6524 0.3139 -3.0313
H 0.9225 0.6406 -3.3089
H 2.1058 0.8739 -4.6035
H 1.3349 4.3946 -3.6603
H 1.4672 3.2254 -4.9842
H 0.1604 3.0683 -3.7868
H -2.8994 -1.8725 -2.1982
H -2.3069 -1.6697 -3.8527
H -1.1923 -1.4770 -2.4971
H -4.7355 -0.0988 -2.7059
H -4.2442 1.4249 -3.4549
H -4.0633 -0.0871 -4.3390
H -0.5604 0.8290 -3.2997
H -1.6096 0.5512 -4.7033
H -1.8132 2.0075 -3.7255
N -2.9194 -4.3680 -0.2819
C -3.7468 -3.4531 0.2410
C -2.9715 -2.2954 0.4356
N -1.7219 -2.5124 0.0417
C -1.6772 -3.7908 -0.4039
C -0.4858 -4.3761 -0.8578
N 0.6740 -3.6831 -0.8666
C 1.6144 -4.5203 -1.2792
C 1.0405 -5.7836 -1.5618
N -0.2649 -5.6652 -1.2930
H -3.1949 -5.3075 -0.5337
H -4.7879 -3.6535 0.4415
H -3.2833 -1.3482 0.8482
H 2.6512 -4.2297 -1.3579
H 1.4879 -6.6972 -1.9232
H -0.9372 -6.4114 -1.4103
F 2.6719 -0.5957 0.4273
As 4.4725 -0.3275 1.1790
F 4.9738 -0.4404 -0.4514
F 4.5588 -2.0268 1.3108
F 5.9870 -0.0167 1.8312
F 3.6016 -0.2263 2.6756
F 4.1330 1.3484 0.9546

Here is what Mulliken gives for the atomic charges, in e:
1 Sn 1.64
2 C -1.46
3 C 0.14
4 C -0.70
5 C -0.91
6 N 0.87
7 N 0.49
8 B -1.50
9 N 0.29
10 N 1.83
11 C -1.24
12 C -0.71
13 C 0.19
14 C -1.36
15 C 2.49
16 C -2.16
17 C -1.41
18 C -1.53
19 N 0.91
20 N 0.70
21 C -0.59
22 C -0.84
23 C 0.04
24 C -1.46
25 C 2.21
26 C -1.72
27 C -0.87
28 C -1.43
29 C 2.36
30 C -1.46
31 C -2.20
32 C -2.11
33 H 0.48
34 H 0.25
35 H 0.24
36 H 0.75
37 H -0.21
38 H 0.67
39 H 0.45
40 H 0.20
41 H 0.27
42 H 0.43
43 H 0.44
44 H 0.49
45 H 0.47
46 H 0.02
47 H 0.51
48 H 0.42
49 H 0.56
50 H 0.02
51 H 0.61
52 H 0.49
53 H 0.30
54 H 0.23
55 H 0.43
56 H 0.46
57 H 0.38
58 H 0.24
59 H 0.40
60 H 0.53
61 H 0.45
62 H 0.48
63 H 0.19
64 H 0.26
65 H 0.64
66 H -0.07
67 H 0.44
68 H 0.46
69 H 0.42
70 H -0.33
71 H 0.46
72 H 0.55
73 N -0.02
74 C -0.89
75 C -0.59
76 N 1.21
77 C -0.02
78 C -0.64
79 N 0.47
80 C -0.51
81 C -0.56
82 N -0.01
83 H 0.21
84 H 0.48
85 H 0.45
86 H 0.50
87 H 0.44
88 H 0.22
89 F -0.56
90 As 2.03
91 F -0.47
92 F -0.45
93 F -0.43
94 F -0.45
95 F -0.43

---

Number 2 is which compound?
C30H46AsBF6N10Sn

---

Look up the relative energy (zero: lowest compared OMol25 entry of this formula, charge and spin) of the first one.
48.78 kcal per mole

---

The lowest <S²> belongs to which entry?
C21H17F3N3O3RuS2

---

spin multiplicity of number 1 (C21H17F3N3O3RuS2)?
2